(1)
Formula: C19H21N3O4
Source: OMol25
Level of theory: ωB97M-V/def2-TZVPD

Output
Total energy: -32705.9275 eV
SMILES: CCCCOC(=O)c1ccc(NC(=O)C(=O)NCc2ccncc2)cc1
F_max: 0.01271 Eh/bohr
E_HOMO: -8.98 eV

Element x y z (Å)
C  8.588  0.160  -0.418
C  -6.098  -0.682  0.179
C  9.441  -0.449  0.489
H  -9.107  2.219  0.018
H  10.508  -0.487  0.311
H  -8.735  -0.211  -0.420
C  -8.419  0.235  0.525
C  -2.117  0.518  0.032
C  -9.251  1.481  0.803
C  -0.800  0.918  -0.032
C  -1.468  -1.694  -0.664
H  -8.590  -0.501  1.313
H  7.438  -1.471  2.797
C  7.735  -0.996  1.872
H  -6.746  1.291  -0.336
H  -6.228  -1.430  0.970
O  3.700  1.942  -0.362
C  -2.463  -0.795  -0.285
C  7.227  0.184  -0.141
C  -6.929  0.562  0.455
H  -10.308  1.230  0.848
H  1.668  1.449  -0.217
N  1.506  0.473  -0.469
H  5.747  -0.416  1.303
C  2.636  -0.169  -0.820
O  -4.207  -2.401  -0.491
H  -8.964  1.928  1.751
N  9.029  -1.018  1.608
N  4.973  0.202  -1.108
H  8.975  0.609  -1.320
H  -1.753  -2.706  -0.904
C  -0.148  -1.299  -0.730
H  4.910  -0.775  -1.369
C  0.193  0.015  -0.415
O  2.774  -1.327  -1.165
O  -4.724  -0.307  0.118
H  6.080  1.881  -0.759
C  6.260  0.850  -1.085
H  -6.382  -1.148  -0.772
H  -2.886  1.214  0.326
C  -3.865  -1.271  -0.237
H  6.682  0.873  -2.095
H  -6.601  1.003  1.398
H  -0.528  1.935  0.213
C  6.794  -0.411  1.039
C  3.834  0.787  -0.732
H  0.621  -1.994  -1.025



(2)
Formula: C6H12O
Source: OMol25
Level of theory: ωB97M-V/def2-TZVPD

Output
Total energy: -8459.7280 eV
SMILES: OC1C=C1.[H][H].C=CC
F_max: 0.00878 Eh/bohr
E_HOMO: -9.35 eV

Element x y z (Å)
C  -2.080  0.372  -0.585
H  -2.868  0.938  -1.083
C  -1.836  -1.056  -0.889
H  -1.139  1.637  2.125
H  1.279  -0.058  -2.060
H  -0.694  2.064  2.540
H  -2.811  -1.182  1.190
H  -0.315  0.755  0.107
H  2.884  -0.719  -1.705
H  2.106  0.893  1.256
C  2.070  -0.105  -1.303
C  1.585  -0.703  -0.018
C  -2.399  -0.803  0.263
C  1.694  -0.111  1.170
H  -1.436  -1.784  -1.584
H  2.455  0.907  -1.142
O  -1.039  1.263  -0.293
H  1.400  -0.611  2.088
H  1.143  -1.699  -0.078



(3)
Formula: C44H56F6N9OPSTeTi
Source: OMol25
Level of theory: ωB97M-V/def2-TZVPD

Output
Total energy: -128826.5521 eV
F_max: 0.03537 Eh/bohr
Net charge: +2
E_HOMO (alpha / beta): -12.05 / -12.10 eV

Element x y z (Å)
C  0.861  -7.952  -0.985
H  -2.427  -5.431  -3.160
N  -3.224  0.544  0.900
C  3.202  4.202  0.275
H  -0.028  -7.754  0.962
C  -0.230  3.250  -2.401
C  1.113  -2.964  0.680
H  -2.463  3.395  -0.712
H  -2.558  -2.285  4.729
H  0.297  5.843  -2.337
H  -2.488  2.422  -6.561
C  3.336  2.861  0.946
H  1.507  -7.968  -3.029
C  3.195  -2.110  1.537
H  -2.866  1.867  4.184
H  -1.021  3.237  -7.106
P  0.308  -3.647  4.450
H  -0.908  -0.705  -2.112
C  1.934  5.934  -0.910
C  4.305  5.052  0.262
S  -2.979  -2.077  -0.161
H  -0.992  1.509  -6.794
F  -0.609  -2.321  3.077
H  1.585  -8.689  -0.665
C  -0.122  -6.612  -2.719
H  1.090  2.592  -5.433
C  5.461  7.212  -0.315
C  -2.730  3.495  -1.764
C  0.816  -7.550  -2.309
N  -3.077  -2.581  2.715
H  -4.499  -0.915  5.326
F  0.778  -4.381  3.138
H  3.011  7.718  -1.338
H  -5.288  -1.279  3.800
H  3.705  -4.903  -0.294
H  6.340  6.708  0.082
H  0.299  -1.832  -3.953
F  0.952  -4.606  5.473
H  2.771  3.200  -4.075
H  -0.939  1.092  2.588
C  2.040  4.653  -0.340
H  -0.789  1.109  5.037
H  1.262  -4.753  -0.499
C  0.762  3.028  -3.377
N  -0.777  -3.616  -0.358
O  -0.570  -0.271  0.547
H  1.310  -1.203  1.906
C  2.242  -1.272  -3.229
H  -1.691  -6.095  0.247
H  -3.200  0.797  5.529
C  -4.314  -1.104  4.262
F  -1.101  -4.379  4.309
H  -3.033  2.207  2.154
Te  0.168  3.643  -0.360
H  3.944  2.192  0.333
C  0.852  -1.296  -3.193
N  -1.994  -5.169  -2.285
F  -0.365  -2.656  5.494
H  -3.917  -2.638  2.145
H  -5.126  1.596  3.484
H  -4.030  -3.211  4.505
H  -5.340  0.238  2.376
H  5.221  4.712  0.732
C  -1.407  2.457  -6.448
C  2.278  0.087  -1.248
F  1.499  -2.622  4.300
C  -1.951  2.967  -4.045
N  0.140  1.829  0.423
H  2.593  2.156  -2.676
Ti  -1.445  -1.409  1.645
H  2.531  3.908  -2.489
H  -3.122  4.505  -1.904
C  0.338  2.761  -4.670
H  -0.130  6.578  -0.775
C  -3.463  -2.354  4.134
C  2.244  3.081  -3.130
C  -2.831  0.822  4.497
H  -1.257  -0.583  5.000
C  4.263  6.308  -0.320
C  0.155  0.644  -0.064
H  3.727  -1.380  2.133
C  -3.826  1.577  1.746
C  -0.978  -6.487  -0.466
C  2.954  -0.595  -2.249
C  -4.591  0.876  2.851
H  2.373  2.387  1.127
C  -2.032  -3.421  -0.773
N  -0.315  -2.850  0.542
C  -0.999  -6.072  -1.792
C  -1.595  3.231  -2.726
C  1.805  -4.005  0.060
H  -3.004  2.951  -4.304
N  -2.527  -4.104  -1.787
C  -1.383  0.370  4.493
H  0.143  0.052  3.204
C  3.883  -3.143  0.922
H  4.035  -0.599  -2.261
N  -3.677  0.031  3.609
C  3.179  -4.087  0.183
H  5.269  8.094  0.297
H  0.838  7.460  -1.937
C  1.819  -2.018  1.413
H  3.842  2.972  1.904
H  -2.660  -3.512  2.675
C  -0.045  -7.425  -0.068
H  -0.167  -6.297  -3.755
H  -4.506  2.233  1.194
H  2.829  0.597  -0.468
C  0.663  6.471  -1.522
C  -1.006  2.726  -5.028
N  -0.857  0.223  3.115
H  4.956  -3.220  1.025
C  3.065  6.732  -0.893
H  5.688  7.559  -1.323
H  -3.550  2.805  -1.961
H  -3.969  0.079  0.391
C  0.174  -0.656  -2.171
H  2.772  -1.794  -4.014
H  -2.628  0.954  0.189
C  0.890  0.064  -1.214



(4)
Formula: C4H12
Source: OMol25
Level of theory: ωB97M-V/def2-TZVPD

Output
Total energy: -4342.3034 eV
SMILES: CC.CC
F_max: 0.01364 Eh/bohr
E_HOMO: -11.63 eV

Element x y z (Å)
C  1.800  -0.079  0.995
H  0.173  -0.277  -1.813
H  2.842  -0.282  1.253
H  1.543  0.992  2.879
H  1.399  -0.993  0.575
C  0.954  0.457  2.140
H  -2.841  -0.295  -2.070
H  -0.688  0.998  -0.927
C  -2.010  -0.616  -1.436
C  -0.777  0.248  -1.714
H  0.352  -0.303  2.636
H  -1.862  -1.659  -1.708
H  -0.900  0.829  -2.627
H  1.863  0.651  0.178
H  -2.365  -0.506  -0.412
H  0.226  1.179  1.785



(5)
Formula: C4H10N2O2
Source: OMol25
Level of theory: ωB97M-V/def2-TZVPD

Output
Total energy: -11385.2564 eV
SMILES: C[C@H](CO)NC(N)=O
F_max: 0.07475 Eh/bohr
E_HOMO: -9.54 eV

Element x y z (Å)
H  -2.004  1.531  -0.337
H  -0.592  -0.498  1.337
H  1.385  -2.536  -2.398
O  0.249  -2.517  -0.318
C  0.006  1.396  1.260
H  0.844  0.569  -1.104
H  0.100  2.328  0.681
N  1.453  -1.615  -2.003
O  1.359  1.227  1.648
H  -2.017  -0.093  -0.951
N  0.422  -0.171  -0.575
C  -1.924  0.502  -0.016
H  2.327  -1.126  -2.023
C  0.658  -1.509  -0.831
C  -0.515  0.147  0.468
H  -2.755  0.256  0.626
H  -0.567  1.513  2.179
H  1.571  0.597  2.358



(6)
Formula: C5H8O2
Source: OMol25
Level of theory: ωB97M-V/def2-TZVPD

Output
Total energy: -9406.3086 eV
F_max: 0.01107 Eh/bohr
E_HOMO: -9.92 eV

Element x y z (Å)
C  2.284  -0.817  -0.086
H  3.120  -0.433  -0.681
H  2.307  0.346  1.987
H  -0.237  0.961  0.873
H  2.452  -1.876  0.139
C  -2.191  0.179  -1.427
H  -2.024  0.352  -2.504
C  0.607  0.362  0.554
O  -2.229  1.088  -0.630
C  0.876  -0.479  -0.644
C  1.815  0.064  1.062
O  0.274  -0.810  -1.634
H  -2.552  0.243  1.578
H  -2.508  -0.073  2.253
H  -2.342  -0.874  -1.127



(7)
Formula: C41H37ILiN3O2P2
Source: OMol25
Level of theory: ωB97M-V/def2-TZVPD

Output
Total energy: -78568.1803 eV
F_max: 0.00583 Eh/bohr
E_HOMO: -6.55 eV

Element x y z (Å)
H  1.226  -4.305  -1.775
C  -0.429  -1.775  -3.244
C  3.336  -0.432  1.777
H  -4.008  -0.228  0.605
O  0.992  1.634  3.016
H  3.713  -1.313  1.242
C  -0.945  -3.654  -0.030
N  -0.323  -0.177  2.602
H  4.222  0.187  1.961
C  -0.985  -1.005  3.403
C  -3.572  0.764  0.605
Li  1.478  0.483  1.363
H  -2.007  -2.758  3.531
C  0.218  -2.945  0.267
C  1.728  1.485  -3.839
C  -1.596  -0.634  -1.504
H  -0.112  4.707  -1.906
P  0.173  2.260  -0.183
H  1.174  3.688  2.050
C  3.283  -1.626  -2.014
H  -0.693  1.301  5.282
C  0.986  4.437  1.291
H  0.819  1.490  -5.783
H  4.998  -3.961  -3.762
C  0.596  -4.405  2.157
I  3.122  -1.299  3.826
C  1.529  1.680  -2.482
H  -1.902  4.235  0.655
C  -2.641  -0.925  -3.630
H  -0.868  -5.947  2.468
C  0.253  0.749  3.412
C  0.279  2.062  -1.993
C  2.082  -3.704  -2.061
C  -1.630  2.164  0.180
C  3.097  -4.273  -2.815
C  -2.268  0.921  0.172
C  1.232  5.779  1.551
H  2.346  1.528  -1.785
H  1.618  6.076  2.517
H  -1.467  -1.932  -5.114
H  -1.752  2.522  -2.522
H  -1.564  -2.253  1.958
H  0.453  -2.289  -3.606
C  -3.684  3.118  1.045
C  0.509  6.345  -0.671
N  -1.735  -2.005  2.924
H  -1.078  -1.213  6.719
C  -0.575  2.034  -4.246
C  4.298  -2.191  -2.774
H  1.190  7.777  0.773
C  0.257  5.007  -0.933
H  -2.241  -5.272  0.524
C  0.982  -3.331  1.370
C  -1.511  -1.577  -4.093
C  -1.613  -1.373  5.786
C  -2.368  3.259  0.624
C  2.160  -2.371  -1.662
O  -1.547  -0.202  -0.192
H  -2.628  -0.978  5.888
H  3.369  -0.604  -1.666
H  -5.308  1.755  1.379
C  -1.337  -4.726  0.767
N  -0.882  -0.738  4.718
H  -1.547  -3.376  -0.887
C  -2.692  -0.443  -2.327
C  -0.771  2.239  -2.887
H  -1.665  -2.451  5.630
C  0.672  1.658  -4.724
C  -4.286  1.871  1.040
C  4.204  -3.515  -3.178
H  1.875  -2.774  1.626
C  0.993  6.732  0.572
C  -0.567  -5.105  1.858
H  3.028  -5.310  -3.115
H  0.330  7.087  -1.439
H  2.700  1.181  -4.206
H  -3.563  0.087  -1.968
H  1.204  -4.682  3.010
C  -0.105  0.480  4.864
C  0.491  4.044  0.048
H  -3.492  -0.778  -4.283
H  -4.234  3.987  1.385
C  -0.459  -1.324  -1.930
P  0.871  -1.518  -0.688
H  5.168  -1.603  -3.036
H  -1.404  2.161  -4.932
H  0.802  0.326  5.448



(8)
Formula: C36H40IrN6O6
Source: OMol25
Level of theory: ωB97M-V/def2-TZVPD

Output
Total energy: -62034.6542 eV
F_max: 0.02562 Eh/bohr
Net charge: +2
Spin multiplicity: 2
E_HOMO (alpha / beta): -13.27 / -13.27 eV

Element x y z (Å)
H  2.349  3.398  -0.169
O  1.628  -0.156  -0.712
N  -1.180  1.259  1.415
O  -0.215  -1.213  1.139
O  -0.902  1.307  3.646
O  1.482  -1.548  5.507
C  0.608  -1.394  3.282
C  2.179  -0.898  1.489
N  -0.872  3.301  2.587
H  -1.405  4.443  -1.912
H  3.905  0.312  -1.217
H  1.733  1.550  1.463
C  3.100  -4.303  -1.778
H  3.106  -3.331  -3.706
H  -1.656  -2.575  -4.162
H  2.186  4.578  1.122
C  1.611  -2.549  -2.399
C  -3.410  1.941  -1.878
H  -4.072  1.997  -2.730
N  -1.657  0.656  -0.819
C  3.892  -0.049  -0.192
O  -0.496  5.399  1.946
H  1.521  -0.538  -3.090
C  3.223  -0.977  2.457
H  -0.363  -2.469  5.791
H  -4.769  -4.825  -1.222
H  -1.821  5.520  -0.561
C  -2.598  -2.649  0.166
H  -0.968  0.263  1.451
H  4.243  -0.807  2.144
H  1.160  -1.724  -4.371
C  0.153  -1.540  6.041
C  1.032  -1.490  -3.312
C  -1.459  1.802  0.098
C  -1.140  -2.625  -3.202
C  2.482  -4.362  -0.540
H  -4.334  3.554  -0.778
C  -2.098  -2.963  -2.089
H  -4.243  -3.739  0.968
C  2.477  -0.385  0.189
H  3.921  -4.967  -2.011
C  2.651  -3.390  -2.727
C  1.435  -3.497  -0.275
H  1.028  4.746  -1.399
C  -2.481  0.870  -1.823
H  -2.931  -0.972  -2.806
C  0.283  4.975  -0.637
C  1.826  3.613  0.763
H  -2.651  3.427  1.014
H  2.798  -5.066  0.216
H  4.533  -0.928  -0.103
H  -0.471  0.683  -3.441
O  0.538  2.095  -1.236
H  -0.416  -1.535  3.591
N  -1.842  -2.377  -0.906
H  -3.123  0.433  -3.797
C  -1.054  5.274  -1.297
C  -0.129  2.546  -0.348
C  -3.939  -4.137  -1.130
C  -2.601  2.764  0.166
H  -0.410  -3.431  -3.277
H  -1.044  3.712  3.497
C  2.984  -1.228  3.769
H  -3.344  -4.298  -3.198
H  -2.320  -2.140  1.078
C  0.331  3.806  0.384
C  -1.075  -0.207  -3.626
C  1.647  -1.394  4.202
H  -1.103  -0.394  -4.702
H  -0.404  -0.680  5.669
C  -0.404  4.231  1.661
H  0.271  -1.470  7.117
C  -3.535  2.826  -0.813
H  3.779  -1.271  4.500
N  1.017  -2.618  -1.188
H  4.301  0.723  0.460
C  -0.966  1.911  2.598
H  0.622  5.857  -0.098
C  -3.654  -3.535  0.086
C  -2.474  -0.015  -3.048
C  0.855  -1.172  1.930
Ir  -0.300  -1.079  -0.880
H  1.709  2.741  2.769
H  0.913  -3.492  0.672
N  -0.405  -1.337  -2.941
H  -0.949  6.136  -1.954
C  2.122  2.521  1.785
H  3.200  2.418  1.909
C  -3.149  -3.846  -2.234



Which value of total energy does entry 6 give? -9406.3086 eV



What is the total energy in the first record? -32705.9275 eV



Number 3 is which compound? C44H56F6N9OPSTeTi